Entry 1:
Here is a structure of composition Cu3F4 at a distorted geometry from the Open Molecules 2025 dataset. Energies are from ωB97M-V/def2-TZVPD.

Properties
- Orbital gap: 5.70 eV
- Calculated total energy: -144786.316 eV
- Net charge: -1

Geometry as XYZ:
```
7
Properties=species:S:1:pos:R:3:forces:R:3
Cu 0.58582 -0.00362 -0.13559 -0.49 -1.23 0.22
F -1.04348 1.44916 0.79800 0.93 -0.27 -0.70
F -1.30820 -1.90985 0.03557 0.46 0.92 0.79
Cu -0.33461 -0.54143 2.57154 0.45 -0.38 -2.48
Cu -0.64780 2.06045 -1.81316 1.14 -2.01 0.65
F 1.81312 -1.41818 1.14296 -1.19 1.39 0.33
F 0.93513 0.36345 -2.59935 -1.30 1.58 1.19
```
Forces are in eV/Å.


Entry 2:
Here is a structure of composition Cu4FO4P at a distorted geometry from the Open Molecules 2025 dataset. Energies are from ωB97M-V/def2-TZVPD.

Properties
- Orbital gap: 3.38 eV
- Calculated total energy: -198746.012 eV

Geometry as XYZ:
```
10
Properties=species:S:1:pos:R:3:forces:R:3
Cu 1.65648 2.81522 1.98447 -1.53 -0.86 -0.48
O -0.34492 -0.80568 -0.39364 -1.86 2.78 1.30
Cu -2.41448 2.41454 0.42722 1.21 -0.46 0.78
F 0.00942 1.85031 0.74549 0.25 0.69 -0.42
P 0.46082 -1.88867 -1.04583 -0.88 -2.26 -1.29
Cu 0.08310 0.93271 -1.53327 -0.17 -0.84 1.65
O -0.32488 -2.95616 -0.18944 0.82 0.68 -0.54
O 1.88068 -1.57265 -0.87324 1.86 -0.03 0.36
O 0.02223 -2.07589 -2.48019 0.09 -0.18 -0.36
Cu -1.02847 1.28630 3.35839 0.20 0.49 -1.00
```
Forces are in eV/Å.